Entry from the OMol25 dataset: C50H43IN3O7STeV as an isolated structure at a distorted geometry (ωB97M-V with the def2-TZVPD basis set).

Properties
LUMO level (spin up / spin down) = -8.4 / -8.4 eV
Net charge = +2
Multiplicity = 1

Atoms and positions in Å:
1 V 0.937 1.363 0.047
2 C -0.637 5.448 -0.100
3 C -0.654 4.736 -1.418
4 N -1.215 5.303 -2.468
5 C -1.148 4.717 -3.666
6 C -0.505 3.515 -3.908
7 C -0.377 2.998 -5.315
8 O -0.666 1.604 -5.345
9 C 0.064 2.867 -2.807
10 C 0.876 1.677 -2.960
11 N 1.574 1.132 -2.012
12 C 2.623 0.240 -2.291
13 C 2.518 -0.745 -3.415
14 C 3.780 -1.600 -3.707
15 C 4.918 -1.419 -2.757
16 C 4.850 -0.619 -1.694
17 C 3.656 0.172 -1.446
18 I 3.522 1.262 0.377
19 C -0.028 3.486 -1.559
20 O 0.501 2.850 -0.506
21 H -1.518 6.076 0.004
22 H 0.241 6.101 -0.061
23 H -0.574 4.745 0.728
24 H -1.619 5.262 -4.477
25 H 0.644 3.185 -5.669
26 H -1.054 3.564 -5.957
27 H -0.912 1.352 -6.241
28 H 0.985 1.311 -3.976
29 H 2.091 -0.318 -4.320
30 H 4.140 -1.528 -4.734
31 H 5.812 -2.003 -2.950
32 H 5.678 -0.513 -1.005
33 C -2.736 -4.867 -0.612
34 C -1.936 -3.607 -0.490
35 C -0.747 -3.444 -1.194
36 C 0.035 -2.318 -1.025
37 C 1.432 -2.165 -1.552
38 O 2.313 -2.064 -0.734
39 C 1.693 -2.056 -3.040
40 C 2.943 -2.903 -3.467
41 C 2.753 -3.752 -4.685
42 C 1.605 -3.801 -5.354
43 C 0.437 -3.009 -4.945
44 C 0.459 -2.211 -3.881
45 C -0.409 -1.295 -0.173
46 O 0.340 -0.130 -0.058
47 C -1.610 -1.440 0.544
48 C -2.345 -2.594 0.379
49 C -1.995 -0.340 1.479
50 N -1.816 -0.415 2.737
51 C -1.296 -1.607 3.462
52 C -0.016 -2.311 2.958
53 Te 1.014 -3.384 4.510
54 C 0.459 -5.238 3.603
55 C 0.881 -5.465 2.293
56 C 0.502 -6.624 1.629
57 C -0.303 -7.560 2.267
58 C -0.718 -7.337 3.571
59 C -0.331 -6.183 4.244
60 C -2.595 0.876 0.863
61 C -2.968 0.895 -0.484
62 C -3.612 2.004 -1.018
63 C -3.898 3.096 -0.212
64 C -3.515 3.089 1.125
65 C -2.855 1.996 1.658
66 H -2.344 -5.511 -1.398
67 H -3.782 -4.648 -0.830
68 H -2.705 -5.421 0.329
69 H -0.414 -4.217 -1.875
70 H 3.345 -3.503 -2.648
71 H 3.612 -4.332 -5.005
72 H 1.507 -4.430 -6.229
73 H -0.461 -3.091 -5.545
74 H -0.403 -1.610 -3.606
75 H -3.260 -2.721 0.947
76 H -2.102 -2.345 3.500
77 H -1.119 -1.266 4.478
78 H 0.690 -1.575 2.587
79 H -0.230 -3.042 2.192
80 H 1.527 -4.745 1.804
81 H 0.850 -6.802 0.617
82 H -0.598 -8.465 1.751
83 H -1.346 -8.065 4.070
84 H -0.657 -6.014 5.262
85 H -2.805 0.026 -1.111
86 H -3.923 1.999 -2.055
87 H -4.443 3.940 -0.616
88 H -3.756 3.932 1.760
89 H -2.568 1.958 2.701
90 C -1.003 6.680 5.863
91 C -0.325 5.554 5.140
92 C 0.897 5.744 4.496
93 C 1.531 4.703 3.840
94 C 0.925 3.455 3.834
95 C -0.292 3.230 4.471
96 C -0.908 4.282 5.118
97 S 1.692 2.108 3.038
98 O 2.955 2.552 2.460
99 O 1.774 0.982 3.902
100 O 0.747 1.782 1.846
101 H -0.644 7.650 5.522
102 H -0.800 6.612 6.934
103 H -2.083 6.633 5.730
104 H 1.359 6.723 4.510
105 H 2.486 4.843 3.352
106 H -0.737 2.240 4.456
107 H -1.855 4.121 5.618

Here are the Mulliken charges for atoms 1 to 99, given in e: number 1, V, carries 1.86; number 2, C, carries -1.11; number 3, C, carries 0.08; number 4, N, carries -0.54; number 5, C, carries -1.09; number 6, C, carries 0.46; number 7, C, carries -0.81; number 8, O, carries -0.50; number 9, C, carries 0.17; number 10, C, carries -0.42; number 11, N, carries -0.01; number 12, C, carries -1.10; number 13, C, carries -1.05; number 14, C, carries -0.12; number 15, C, carries -1.30; number 16, C, carries -0.60; number 17, C, carries 1.11; number 18, I, carries 0.49; number 19, C, carries 1.23; number 20, O, carries -1.11; number 21, H, carries 0.40; number 22, H, carries 0.34; number 23, H, carries 0.14; number 24, H, carries 0.42; number 25, H, carries 0.32; number 26, H, carries 0.50; number 27, H, carries 0.32; number 28, H, carries 0.66; number 29, H, carries 0.89; number 30, H, carries 0.49; number 31, H, carries 0.44; number 32, H, carries 0.50; number 33, C, carries -1.64; number 34, C, carries 0.64; number 35, C, carries -0.36; number 36, C, carries -0.35; number 37, C, carries -0.03; number 38, O, carries -0.56; number 39, C, carries 3.40; number 40, C, carries -0.10; number 41, C, carries -1.30; number 42, C, carries -0.68; number 43, C, carries -0.67; number 44, C, carries -1.30; number 45, C, carries -0.96; number 46, O, carries -0.12; number 47, C, carries 0.75; number 48, C, carries -0.59; number 49, C, carries -0.37; number 50, N, carries -0.57; number 51, C, carries -0.93; number 52, C, carries 0.11; number 53, Te, carries 0.33; number 54, C, carries -0.14; number 55, C, carries -0.28; number 56, C, carries -0.51; number 57, C, carries -0.52; number 58, C, carries -0.49; number 59, C, carries -0.38; number 60, C, carries 0.49; number 61, C, carries -0.04; number 62, C, carries -0.87; number 63, C, carries -0.55; number 64, C, carries -0.80; number 65, C, carries -0.28; number 66, H, carries 0.43; number 67, H, carries 0.41; number 68, H, carries 0.33; number 69, H, carries 0.50; number 70, H, carries 0.58; number 71, H, carries 0.50; number 72, H, carries 0.44; number 73, H, carries 0.55; number 74, H, carries 0.47; number 75, H, carries 0.66; number 76, H, carries 0.30; number 77, H, carries 0.53; number 78, H, carries 0.04; number 79, H, carries -0.17; number 80, H, carries 0.56; number 81, H, carries 0.41; number 82, H, carries 0.41; number 83, H, carries 0.41; number 84, H, carries 0.40; number 85, H, carries 0.49; number 86, H, carries 0.50; number 87, H, carries 0.46; number 88, H, carries 0.47; number 89, H, carries 0.57; number 90, C, carries -1.49; number 91, C, carries 0.88; number 92, C, carries -0.84; number 93, C, carries -0.45; number 94, C, carries -0.14; number 95, C, carries -0.42; number 96, C, carries -0.89; number 97, S, carries 1.63; number 98, O, carries -0.91; number 99, O, carries -0.66